w) {
  "formula": "C8H22LiNO4",
  "method": "the ωB97M-V functional and the def2-TZVPD basis",
  "homo_lumo_gap_ev": 5.9,
  "total_charge": 0,
  "lumo_ha": 0.002,
  "species": ["Li", "C", "O", "H", "H", "H", "C", "O", "H", "H", "H", "H", "C", "O", "C", "C", "N", "C", "C", "O", "C", "H", "H", "H", "H", "H", "H", "H", "H", "H", "H", "H", "H", "H", "H", "H"],
  "coordinates": [[0.7819, -0.3281, -0.2215], [2.5419, 0.9329, -1.4635], [1.2069, 0.7989, -1.9555], [3.0559, 0.1649, -1.8035], [2.3339, 1.2519, -0.3745], [3.0209, 1.7569, -1.9735], [1.2609, -3.0691, -1.2125], [0.1499, -2.0891, -0.9775], [1.3839, -2.8961, -2.2275], [0.7469, -4.0431, -1.2235], [2.3949, -2.9931, -0.8455], [-0.6371, -2.5771, -1.0555], [3.0809, -1.6001, 1.6895], [2.0699, -0.6551, 1.3245], [1.1029, -0.3861, 2.4375], [0.0239, 0.7779, 2.1145], [-0.6641, 0.3349, 0.8455], [-1.4771, 1.5319, 0.3035], [-2.4691, 1.1469, -0.8015], [-3.3661, 2.3309, -1.0255], [-4.5271, 2.1039, -1.8005], [3.6739, -1.1661, 2.5505], [3.7799, -1.7951, 0.9245], [2.7029, -2.6061, 2.0025], [1.7969, -0.0301, 3.3385], [0.5209, -1.1301, 2.5665], [0.4549, 1.6289, 1.9285], [-0.7541, 0.8399, 2.7185], [-1.3991, -0.0531, 1.0935], [-1.0641, 2.4689, 0.0235], [-2.0011, 1.7959, 1.3095], [-3.1551, 0.3239, -0.4605], [-2.1071, 0.7209, -1.6485], [-5.3181, 1.5069, -1.1555], [-4.3271, 1.8879, -2.9115], [-4.8181, 3.1129, -2.0325]]
}


x) {
  "formula": "C8H22LiNO4",
  "method": "the ωB97M-V functional and the def2-TZVPD basis",
  "homo_lumo_gap_ev": 6.3,
  "total_charge": 0,
  "lumo_ha": 0.005,
  "species": ["Li", "C", "O", "H", "H", "H", "C", "O", "H", "H", "H", "H", "C", "O", "C", "C", "N", "C", "C", "O", "C", "H", "H", "H", "H", "H", "H", "H", "H", "H", "H", "H", "H", "H", "H", "H"],
  "coordinates": [[16.7550, 52.7760, 50.1570], [18.4630, 54.0490, 49.0700], [17.3650, 53.5760, 48.3940], [18.7660, 53.1180, 49.4910], [18.1920, 54.8440, 49.8080], [19.0230, 54.2930, 48.0880], [17.2890, 50.2470, 49.0040], [16.3750, 50.7830, 49.9820], [16.6780, 49.4980, 48.2620], [17.9590, 49.7520, 49.5590], [17.7640, 51.0200, 48.5840], [15.6010, 50.3010, 49.9430], [18.7720, 51.5200, 52.6390], [17.9290, 52.6370, 52.0340], [17.1640, 53.4690, 53.0010], [16.3690, 54.5340, 52.1020], [15.4530, 53.7730, 51.3810], [14.6720, 54.7750, 50.5880], [13.5230, 54.0150, 49.6010], [12.7550, 55.0430, 49.1580], [11.7590, 54.6570, 48.2200], [17.9750, 50.9630, 53.2830], [19.4290, 52.0130, 53.3270], [19.2420, 50.8660, 51.9370], [17.9110, 53.9070, 53.4200], [16.7950, 53.0880, 53.8130], [16.9460, 55.3120, 51.6640], [15.9500, 55.3840, 52.5500], [14.7570, 53.2990, 51.9690], [15.2130, 55.4150, 49.7380], [14.1780, 55.5230, 51.1160], [12.9970, 53.1710, 50.0810], [14.0420, 53.4780, 48.7670], [12.1770, 54.1220, 47.2010], [11.2450, 55.6440, 47.9410], [10.9690, 53.8840, 48.5810]]
}


Which one sits at the bottom of the stability order? w) does.


w) {
  "formula": "C2H5NOS",
  "method": "the ωB97M-V functional and the def2-TZVPD basis",
  "homo_lumo_gap_ev": 9.1,
  "total_charge": 0,
  "lumo_ha": 0.001,
  "species": ["C", "C", "N", "O", "S", "H", "H", "H", "H", "H"],
  "coordinates": [[0.6675, 1.1674, -1.3024], [-0.3720, -1.4560, 1.0084], [-0.1893, 1.1089, -0.2248], [1.5964, 0.4830, -1.8102], [-1.1821, 0.1468, 1.0382], [0.6912, 2.2335, -1.6362], [-0.7826, -2.2283, 0.3993], [-0.2861, -2.0364, 1.8751], [0.7489, -1.3382, 0.6860], [-0.8920, 1.9192, -0.0334]]
}


x) {
  "formula": "C2H5NOS",
  "method": "the ωB97M-V functional and the def2-TZVPD basis",
  "homo_lumo_gap_ev": 8.9,
  "total_charge": 0,
  "lumo_ha": 0.015,
  "species": ["C", "C", "N", "O", "S", "H", "H", "H", "H", "H"],
  "coordinates": [[-1.4500, 0.3253, -0.1619], [-0.2142, 0.6568, -0.2992], [2.2036, 0.2675, -0.1652], [-2.0394, -0.7958, 0.1481], [0.8992, -0.6284, 0.0869], [-2.3120, 1.0541, -0.4432], [-1.3581, -1.5322, 0.2497], [0.4283, 1.4794, -0.6254], [3.0866, -0.1515, -0.4200], [0.7560, -0.6752, 1.6302]]
}


y) {
  "formula": "C2H5NOS",
  "method": "the ωB97M-V functional and the def2-TZVPD basis",
  "homo_lumo_gap_ev": [7.6, 7.6],
  "total_charge": 0,
  "lumo_ha": [0.000, 0.001],
  "species": ["C", "C", "N", "O", "S", "H", "H", "H", "H", "H"],
  "coordinates": [[-0.4947, 0.2759, -0.4911], [-1.8762, -0.0237, -0.3454], [2.4699, -0.0915, 0.8712], [0.2130, 0.6262, -1.3321], [0.9806, -0.5371, 1.5025], [-2.0850, -0.0228, 0.7021], [-2.0702, -1.0363, -0.6692], [-2.5307, 0.8209, -0.8056], [3.0407, -0.7908, 0.2438], [2.3528, 0.7793, 0.3239]]
}


Which one sits at the bottom of the stability order? x) does.


w) {
  "formula": "C2H5NOS",
  "method": "the ωB97M-V functional and the def2-TZVPD basis",
  "homo_lumo_gap_ev": 9.9,
  "total_charge": 0,
  "lumo_ha": 0.020,
  "species": ["C", "C", "H", "H", "H", "H", "H", "N", "O", "S"],
  "coordinates": [[0.2775, -1.3707, -0.8968], [-0.5148, 1.1587, -0.0283], [-0.4972, -1.2720, -1.6932], [1.0811, -2.0937, -1.0432], [-0.3086, -1.6502, 0.0310], [-1.2886, 1.3567, -0.7775], [0.9216, 0.7517, 1.6605], [-0.7621, 1.5894, 1.1440], [0.1705, 1.2436, 2.0780], [0.9207, 0.2865, -0.4744]]
}


x) {
  "formula": "C2H5NOS",
  "method": "the ωB97M-V functional and the def2-TZVPD basis",
  "homo_lumo_gap_ev": 10.1,
  "total_charge": 0,
  "lumo_ha": 0.021,
  "species": ["C", "C", "H", "H", "H", "H", "H", "N", "O", "S"],
  "coordinates": [[0.3078, -0.4679, 0.1150], [-0.7964, 0.5967, 0.1196], [1.9071, 0.5834, 0.7035], [1.8350, 0.5428, -0.8226], [-0.0331, -1.2554, -0.5990], [0.0980, -1.0063, 1.1273], [-2.0562, -0.9551, -0.6418], [1.6145, 0.0484, -0.0451], [-0.3834, 1.7608, 0.0079], [-2.4934, 0.1525, 0.0352]]
}


y) {
  "formula": "C2H5NOS",
  "method": "the ωB97M-V functional and the def2-TZVPD basis",
  "homo_lumo_gap_ev": 9.9,
  "total_charge": 0,
  "lumo_ha": 0.028,
  "species": ["C", "C", "H", "H", "H", "H", "H", "N", "O", "S"],
  "coordinates": [[2.0631, 0.2967, 0.2508], [-0.7180, 0.3486, -0.1428], [1.7595, 0.8294, 1.2198], [2.8844, -0.3449, 0.4547], [2.0824, 1.1711, -0.3551], [-2.5783, 0.1501, 0.4129], [-2.0917, -1.4030, -0.0582], [-1.8122, -0.5474, 0.3678], [-0.6884, 1.5036, -0.1718], [0.5041, -0.7795, -0.2201]]
}


z) {
  "formula": "C2H5NOS",
  "method": "the ωB97M-V functional and the def2-TZVPD basis",
  "homo_lumo_gap_ev": [8.9, 8.8],
  "total_charge": 0,
  "lumo_ha": [0.002, 0.003],
  "species": ["C", "C", "N", "O", "S", "H", "H", "H", "H", "H"],
  "coordinates": [[0.6784, 0.2286, 0.0638], [-1.9061, 0.3380, 0.5124], [2.3740, -0.3277, -1.3665], [1.0588, 0.8040, 1.0321], [-0.7117, -0.5789, -0.4320], [-2.9226, 0.3105, 0.1722], [-1.4062, 1.2482, 0.9031], [-2.0326, -0.2141, 1.3964], [2.9492, -0.6059, -0.4900], [1.9189, -1.2026, -1.7915]]
}


Which one sits at the bottom of the stability order? z) does.


w) {
  "formula": "C2H5NOS",
  "method": "the ωB97M-V functional and the def2-TZVPD basis",
  "homo_lumo_gap_ev": 8.4,
  "total_charge": 0,
  "lumo_ha": -0.006,
  "species": ["C", "C", "N", "O", "S", "H", "H", "H", "H", "H"],
  "coordinates": [[-1.1089, 1.0978, -0.2352], [1.4581, -1.6055, 0.0491], [-0.7260, -0.0674, -0.1303], [-0.8111, 2.1710, 0.5455], [2.2216, -1.0552, 1.3332], [-1.8192, 1.4502, -1.0548], [0.5591, -2.2570, 0.0331], [1.3688, -1.1190, -0.8895], [-0.9972, -0.7770, -0.8823], [-0.1453, 2.1620, 1.2311]]
}


x) {
  "formula": "C2H5NOS",
  "method": "the ωB97M-V functional and the def2-TZVPD basis",
  "homo_lumo_gap_ev": [6.2, 6.2],
  "total_charge": 0,
  "lumo_ha": [-0.023, -0.022],
  "species": ["C", "C", "N", "O", "S", "H", "H", "H", "H", "H"],
  "coordinates": [[0.4755, 0.8845, -0.4333], [-1.0890, -1.2267, 0.2350], [-0.9104, 2.6617, 1.0417], [-1.8493, 2.0609, 0.5425], [-1.0860, 0.1760, -0.6699], [0.1940, 1.6777, 0.4190], [0.7652, 1.2192, -1.4346], [1.1429, 0.0895, -0.1541], [-1.8006, -1.9893, 0.0882], [-0.2054, -1.5719, 0.9408]]
}


Which one sits at the bottom of the stability order? x) does.


w) {
  "formula": "C14H16O",
  "method": "the ωB97M-V functional and the def2-TZVPD basis",
  "homo_lumo_gap_ev": 9.3,
  "total_charge": 0,
  "lumo_ha": 0.030,
  "species": ["C", "C", "C", "C", "C", "C", "C", "H", "H", "H", "H", "H", "H", "H", "H", "C", "C", "C", "C", "C", "C", "C", "O", "H", "H", "H", "H", "H", "H", "H", "H"],
  "coordinates": [[-0.6725, 2.4210, -2.0673], [1.7320, 2.8404, -1.4600], [0.7316, 1.9503, -1.8707], [2.9937, 2.3832, -1.1992], [3.2479, 1.0272, -1.2061], [0.9789, 0.5814, -1.9761], [2.2698, 0.1196, -1.6012], [1.4791, 3.8907, -1.3727], [3.8181, 3.0195, -0.9060], [-1.0875, 2.8562, -1.1433], [-1.3408, 1.5999, -2.3321], [4.2739, 0.7064, -1.0769], [0.2474, -0.1506, -2.2900], [2.4330, -0.9336, -1.4378], [-0.8667, 3.2129, -2.8202], [1.1010, -1.9997, 1.0089], [-0.8396, -0.4914, 1.2598], [-0.3446, -1.7593, 1.3517], [-2.1926, -0.2285, 1.5549], [-3.0097, -1.2674, 2.0109], [-1.2013, -2.8583, 1.5844], [-2.4982, -2.5850, 1.9876], [-4.1898, -1.1247, 2.6821], [-0.2124, 0.3651, 1.0419], [-2.5035, 0.8008, 1.5834], [1.4626, -1.5360, 0.1049], [1.2983, -3.0860, 0.8930], [-0.8328, -3.8564, 1.4716], [-4.8318, -0.6382, 2.1574], [-3.1688, -3.3964, 2.1752], [1.7253, -1.8633, 1.8920]]
}


x) {
  "formula": "C14H16O",
  "method": "the ωB97M-V functional and the def2-TZVPD basis",
  "homo_lumo_gap_ev": 9.0,
  "total_charge": 0,
  "lumo_ha": 0.029,
  "species": ["C", "C", "C", "C", "C", "C", "C", "O", "H", "H", "H", "H", "H", "H", "H", "H", "C", "C", "C", "C", "C", "C", "C", "H", "H", "H", "H", "H", "H", "H", "H"],
  "coordinates": [[0.8540, 2.5379, -0.4154], [-1.4119, 2.2478, 2.5762], [-0.3738, 2.5733, 1.7415], [-2.5142, 1.5892, 1.9347], [-0.3156, 2.3406, 0.4295], [-2.6561, 1.3047, 0.6074], [-1.4344, 1.5916, -0.1025], [-3.6586, 1.3667, 2.6357], [-1.4692, 2.3279, 3.6422], [0.5149, 3.0452, 2.2127], [-3.4053, 1.4291, 3.6089], [-3.5173, 0.7081, 0.2928], [1.7895, 2.8327, -0.0006], [0.4734, 3.1186, -1.2833], [-1.2032, 1.2298, -1.2294], [1.2503, 1.7124, -0.9496], [1.5489, -2.2194, -3.8014], [0.4662, -2.5334, -1.4536], [1.5918, -2.4588, -2.3106], [0.4898, -2.3103, -0.0350], [1.7011, -2.2267, 0.4899], [2.8093, -2.1003, -1.6238], [2.8724, -1.9983, -0.2380], [-0.5587, -2.6217, -1.8451], [-0.2888, -2.4761, 0.7937], [2.5968, -2.2123, -4.2288], [0.9303, -1.4477, -4.1267], [1.7840, -1.9960, 1.5704], [3.7233, -1.9110, -2.2868], [3.8089, -1.6515, 0.2221], [1.0746, -3.0490, -4.2720]]
}


y) {
  "formula": "C14H16O",
  "method": "the ωB97M-V functional and the def2-TZVPD basis",
  "homo_lumo_gap_ev": 9.5,
  "total_charge": 0,
  "lumo_ha": 0.033,
  "species": ["C", "C", "C", "C", "C", "C", "C", "H", "H", "H", "H", "H", "H", "H", "H", "C", "C", "C", "C", "C", "C", "C", "O", "H", "H", "H", "H", "H", "H", "H", "H"],
  "coordinates": [[-2.9899, -0.2355, -1.8891], [-0.9384, 3.2342, -0.5976], [-1.8309, 2.6109, 0.2619], [-1.1533, 3.0656, -1.9635], [-2.6491, 1.5806, -0.2145], [-1.7839, 1.9234, -2.4324], [-2.5021, 1.1472, -1.5257], [-0.1497, 3.8655, -0.2117], [-1.9023, 2.9291, 1.2935], [-0.6687, 3.8055, -2.5926], [-3.4276, 1.2451, 0.4546], [-1.7569, 1.6761, -3.4853], [-3.8874, -0.1646, -2.5060], [-3.2883, -0.8120, -1.0210], [-2.2444, -0.7794, -2.4559], [-1.0484, -1.7879, 0.4513], [2.2637, -2.2014, 2.2382], [0.9158, -2.2521, 1.9343], [3.0849, -1.5453, 1.3155], [0.3985, -1.5754, 0.8239], [2.6314, -0.8563, 0.2012], [1.2545, -0.9056, -0.0267], [4.4457, -1.3779, 1.6047], [2.8152, -2.9124, 2.8343], [0.2056, -2.8207, 2.5058], [4.8871, -2.2158, 1.5579], [3.4230, -0.4958, -0.4229], [-1.6091, -0.8590, 0.4839], [-1.4804, -2.5129, 1.1426], [0.8649, -0.3815, -0.8949], [-1.1389, -2.2553, -0.5295]]
}


z) {
  "formula": "C14H16O",
  "method": "the ωB97M-V functional and the def2-TZVPD basis",
  "homo_lumo_gap_ev": 9.3,
  "total_charge": 0,
  "lumo_ha": 0.031,
  "species": ["C", "C", "C", "C", "C", "C", "C", "H", "H", "H", "H", "H", "H", "H", "H", "C", "C", "C", "C", "C", "C", "C", "O", "H", "H", "H", "H", "H", "H", "H", "H"],
  "coordinates": [[-0.3390, 1.1800, 1.2997], [2.3975, -0.8824, 3.0134], [1.7761, -1.1999, 4.2344], [1.7833, -0.0728, 2.0668], [0.4986, 0.4125, 2.3027], [0.5273, -0.6622, 4.5066], [-0.1253, 0.0506, 3.4926], [3.2269, -1.5420, 2.7973], [2.2727, -1.8970, 4.8872], [2.3489, 0.2688, 1.2084], [-0.0201, -0.7744, 5.4324], [-1.2791, 0.6148, 1.2718], [0.0096, 0.9087, 0.2899], [-1.1539, 0.2826, 3.7247], [-0.4880, 2.2527, 1.2751], [-0.3322, -2.2274, -1.0189], [-0.9763, 1.2789, -3.2704], [0.3217, 0.7724, -3.2059], [-2.0649, 0.6867, -2.6584], [0.4770, -0.4607, -2.5616], [-1.8653, -0.4515, -1.8645], [-0.6019, -1.0420, -1.9073], [-1.1780, 2.5044, -3.8822], [1.1007, 1.1516, -3.8543], [-0.3282, 2.9079, -3.9988], [-3.0073, 1.1881, -2.8235], [1.4324, -0.9511, -2.6854], [-2.6585, -0.7671, -1.2041], [-0.7210, -3.1468, -1.4716], [-0.8183, -2.0470, -0.0494], [0.6818, -2.4668, -0.7028]]
}


Which one sits at the bottom of the stability order? x) does.